(1)
113
Properties=species:S:1:pos:R:3:forces:R:3 method="wB97M-V/def2-TZVPD" homo_energy_ev=-4.301 total_charge=-1 total_energy_ha=-3527.29506 lumo_ev=-0.84 spin_multiplicity=1
O 1.17283 4.25798 -1.32823 -4.4 -4.6 0.8
C 0.09963 3.42471 -1.23537 -1.9 5.5 -1.9
O -1.24423 3.94191 -1.53653 6.7 -3.6 1.8
C 0.24986 1.83189 -0.75481 -1.3 1.1 1.1
N 1.66185 1.52730 -0.30574 -1.0 -2.3 -0.5
C 1.69018 0.69046 0.95439 1.0 -0.7 -0.2
O 2.12169 1.56734 2.08729 2.3 1.1 -2.3
C 3.35113 2.29824 1.63264 2.8 0.7 -0.6
C 4.76937 1.41579 1.60637 -0.2 5.1 -1.6
C 6.10009 2.23907 1.05855 -3.1 1.4 0.1
C 6.06224 3.83315 0.56866 -3.3 -1.7 1.2
C 4.66205 4.68383 0.62784 -0.4 -4.4 1.4
C 3.31535 3.90489 1.16910 2.7 -2.4 0.0
C 2.48498 0.83671 -1.37050 1.8 0.4 -0.3
C 2.20558 1.34222 -2.90479 -3.1 -3.1 -4.2
O 1.54610 0.46773 -3.71379 4.1 5.7 4.9
O 2.58058 2.64088 -3.48581 0.5 -3.6 1.9
H -0.43303 1.75387 0.22127 1.4 0.3 -2.2
H -0.20356 1.07484 -1.52328 1.0 1.5 1.2
H 2.49452 -0.18721 0.88026 -1.7 2.2 0.0
H 0.67737 0.17285 1.23141 1.7 1.4 -0.3
H 4.81445 0.28905 1.94601 -0.1 2.6 -0.8
H 7.10976 1.63310 0.99510 -2.2 1.5 0.1
H 7.05185 4.36300 0.17701 -2.4 -1.4 1.0
H 4.53950 5.81839 0.28392 0.6 -2.9 0.9
H 2.24749 4.41195 1.24666 2.6 -1.1 -0.5
H 2.44216 -0.35363 -1.31400 -0.3 2.7 -0.7
H 3.62411 1.10493 -1.13546 -2.2 -0.4 -0.4
H 3.43036 3.00542 -3.09735 -1.7 -0.7 0.1
C 6.84925 -3.33047 -0.14952 -0.4 -0.1 0.3
C 5.63487 -2.97971 0.28475 0.4 -0.3 0.1
C 4.85045 -1.93172 -0.39760 -0.6 0.3 0.2
O 3.73971 -1.60864 0.00038 0.9 -0.7 -0.2
C 5.45894 -1.28787 -1.57870 0.3 0.1 -0.3
C 6.67332 -1.63863 -2.01297 -0.4 0.2 0.0
C 7.45774 -2.68663 -1.33063 0.8 -0.1 -0.4
O 8.56848 -3.00970 -1.72861 -0.7 0.2 0.3
H 7.43817 -4.09662 0.33980 0.0 0.0 0.0
H 5.17450 -3.44305 1.14915 0.0 0.0 0.0
H 4.87002 -0.52172 -2.06803 0.0 0.0 0.0
H 7.13369 -1.17530 -2.87737 0.0 0.0 0.0
C 3.11602 8.20173 -1.20597 -0.3 0.0 -0.2
C 2.22938 9.05055 -1.73484 0.1 -0.4 0.0
C 2.32789 10.50491 -1.50171 -0.5 0.3 -0.3
O 1.51565 11.28237 -1.98374 0.5 -0.3 0.3
C 3.44442 10.98479 -0.66334 0.4 0.0 0.0
C 4.33106 10.13597 -0.13447 -0.2 0.4 -0.1
C 4.23255 8.68161 -0.36759 0.3 -0.4 0.2
O 5.04478 7.90416 0.11444 -0.3 0.5 -0.2
H 3.05780 7.13211 -1.36650 -0.1 -0.1 0.0
H 1.40527 8.71427 -2.35255 0.0 0.0 0.0
H 3.50263 12.05441 -0.50281 0.0 -0.2 -0.2
H 5.15517 10.47225 0.48324 0.0 0.0 0.0
C 1.15508 -3.94796 0.08911 0.1 0.3 0.3
C 0.86265 -2.98267 0.96605 0.3 -0.2 -0.3
C -0.46308 -2.90981 1.61130 -0.3 0.7 0.5
O -0.73227 -2.02548 2.41255 0.2 -0.6 -0.5
C -1.45199 -3.94533 1.25137 -0.1 -0.4 -0.3
C -1.15956 -4.91063 0.37443 -0.2 0.2 0.3
C 0.16617 -4.98348 -0.27082 0.1 -0.3 -0.4
O 0.43536 -5.86781 -1.07207 -0.1 0.4 0.3
H 2.12233 -4.01544 -0.39373 0.0 0.0 0.0
H 1.57739 -2.21629 1.24106 0.0 0.0 0.0
H -2.41924 -3.87786 1.73421 0.0 0.0 0.0
H -1.87430 -5.67701 0.09942 0.0 0.1 0.0
C -6.47694 -7.87606 1.62263 0.0 0.5 0.1
C -5.90762 -6.75762 1.16298 -0.3 -0.2 0.3
C -4.79400 -6.80679 0.19517 0.3 0.8 -0.3
O -4.27100 -5.78365 -0.22455 -0.3 -0.7 0.3
C -4.33525 -8.13898 -0.24600 0.0 -0.5 0.0
C -4.90458 -9.25743 0.21365 0.3 0.2 -0.3
C -6.01819 -9.20825 1.18146 -0.4 -0.6 0.3
O -6.54119 -10.23139 1.60117 0.3 0.5 -0.3
H -7.29417 -7.85772 2.33329 0.0 -0.1 -0.1
H -6.23319 -5.77292 1.47634 0.0 0.0 0.0
H -3.51802 -8.15733 -0.95666 0.0 0.0 0.0
H -4.57900 -10.24212 -0.09972 0.0 0.0 0.0
C 1.73052 12.49317 4.20974 0.4 -0.3 -0.2
C 2.67207 12.26542 3.28890 -0.2 -0.1 0.4
C 2.84957 13.16895 2.13505 0.5 -0.1 -0.5
O 3.70978 12.96016 1.29069 -0.4 0.4 0.9
C 1.94790 14.33410 2.03915 -0.4 0.3 0.2
C 1.00635 14.56185 2.95999 0.2 0.1 -0.4
C 0.82885 13.65833 4.11384 -0.7 0.1 0.7
O -0.03136 13.86712 4.95821 0.6 -0.1 -0.6
H 1.58651 11.84003 5.06174 0.0 0.0 0.0
H 3.34172 11.41561 3.34549 0.0 0.0 0.0
H 2.09192 14.98725 1.18715 0.0 0.0 0.0
H 0.33670 15.41166 2.90340 0.0 0.0 0.0
C -1.20499 -4.05847 -5.12391 0.1 -0.1 0.5
C -1.22610 -3.74283 -3.82536 0.1 -0.3 -0.4
C -1.70739 -2.42540 -3.36495 0.0 0.4 0.9
O -1.72519 -2.13492 -2.17676 0.0 -0.3 -0.7
C -2.16569 -1.47147 -4.39440 -0.1 0.2 -0.4
C -2.14458 -1.78711 -5.69296 -0.1 0.2 0.4
C -1.66329 -3.10454 -6.15337 0.0 -0.1 -0.8
O -1.64549 -3.39502 -7.34156 0.0 0.1 0.6
H -0.85439 -5.02002 -5.47854 0.0 0.0 0.0
H -0.89398 -4.43182 -3.05803 0.0 0.0 0.0
H -2.51629 -0.50992 -4.03978 0.1 0.0 0.0
H -2.47670 -1.09812 -6.46029 0.0 0.0 0.0
C -11.82316 -11.17968 3.59417 0.0 0.5 0.0
C -11.25384 -10.06124 3.13453 -0.3 -0.2 0.3
C -10.14023 -10.11041 2.16672 0.5 0.7 -0.3
O -9.61722 -9.08727 1.74700 -0.4 -0.6 0.3
C -9.68148 -11.44260 1.72555 0.0 -0.5 -0.1
C -10.25080 -12.56104 2.18520 0.3 0.3 -0.2
C -11.36441 -12.51187 3.15301 -0.3 -0.8 0.3
O -11.88742 -13.53501 3.57272 0.3 0.7 -0.2
H -12.64040 -11.16134 4.30484 0.0 0.0 0.0
H -11.57941 -9.07654 3.44789 0.0 0.0 0.0
H -8.86424 -11.46094 1.01489 0.0 0.1 0.1
H -9.92523 -13.54574 1.87183 0.0 0.0 0.0

(2)
54
Properties=species:S:1:pos:R:3:forces:R:3 method="wB97M-V/def2-TZVPD" homo_energy_ev=-11.196 total_charge=+1 total_energy_ha=-2684.62871 lumo_ev=-4.81 relative_energy_kcal_mol=5.3 spin_multiplicity=1
Mg 0.92960 1.68150 -0.78237 0.1 -0.2 -0.2
O -0.31577 3.26398 -0.59559 -0.2 0.0 0.0
C 0.13326 3.24185 0.58487 0.1 -0.2 0.0
O 1.34913 2.93579 0.78042 0.1 0.0 0.2
C -0.82823 3.13628 1.72134 0.0 0.1 0.0
C -1.37491 4.21158 2.39718 0.0 0.0 0.1
C -2.27014 3.98049 3.43269 0.0 0.0 0.0
C -2.61831 2.68488 3.78465 0.0 0.0 -0.1
C -2.07579 1.61051 3.09457 -0.1 0.0 0.1
C -1.18330 1.82123 2.05121 0.1 -0.1 0.0
P -0.44232 0.42024 1.11944 0.0 0.3 -0.1
C -1.83043 -0.57919 0.52001 0.0 0.0 0.0
C -3.10060 -0.03572 0.35389 0.0 0.0 0.0
C -4.10779 -0.78479 -0.23902 0.0 0.0 0.0
C -3.85667 -2.07803 -0.66780 0.0 0.0 0.0
C -2.58786 -2.62310 -0.51253 -0.1 0.0 0.0
C -1.57897 -1.87539 0.06754 0.1 0.0 0.0
C 0.40337 -0.55409 2.38993 0.0 0.0 0.1
C -0.14748 -1.68419 2.98572 0.0 0.0 0.0
C 0.55560 -2.36158 3.97176 0.0 0.0 0.0
C 1.80413 -1.90902 4.37309 0.0 0.0 0.0
C 2.35069 -0.77193 3.79307 0.0 0.0 0.0
C 1.65506 -0.09763 2.80340 0.0 0.0 0.0
H -1.10143 5.22111 2.12363 0.0 0.0 0.0
H -2.69445 4.81841 3.96874 0.0 0.0 0.0
H -3.31128 2.51109 4.59551 0.0 0.0 0.0
H -2.35241 0.60049 3.37474 0.0 0.0 0.0
H -3.31143 0.97267 0.68380 0.0 0.0 0.0
H -5.09136 -0.35213 -0.36080 0.0 0.0 0.0
H -4.64609 -2.66186 -1.11996 0.0 0.0 0.0
H -2.38910 -3.63405 -0.84204 0.0 0.0 0.0
H -0.58948 -2.30549 0.18193 0.0 0.0 0.0
H -1.12307 -2.04402 2.68212 0.0 0.0 0.0
H 0.12500 -3.24079 4.43095 0.0 0.0 0.0
H 2.34890 -2.43624 5.14390 0.0 0.0 0.0
H 3.31670 -0.40704 4.11472 0.0 0.0 0.0
H 2.07078 0.80495 2.36869 0.0 0.0 0.0
C 0.94011 -2.29879 -4.20081 0.0 -0.1 0.0
N 1.68364 -1.07280 -4.39080 0.0 0.0 0.0
C 2.93961 -1.06125 -5.14145 0.0 0.0 0.0
C 3.29106 0.43139 -5.17508 0.1 0.0 0.0
N 2.47020 0.95097 -4.07660 -0.1 0.0 0.0
C 1.48590 0.07784 -3.77026 -0.2 0.1 0.2
S 0.15258 0.42307 -2.75639 0.2 0.0 -0.1
H 1.60980 -3.07118 -3.81658 0.0 0.0 0.0
H 0.52474 -2.62994 -5.15229 0.0 0.0 0.0
H 0.13631 -2.12565 -3.49037 0.0 0.0 0.0
H 2.79933 -1.49096 -6.13251 0.0 0.0 0.0
H 3.68444 -1.65493 -4.60263 0.0 0.0 0.0
H 3.00095 0.89510 -6.11971 0.0 0.0 0.0
H 4.34829 0.61499 -4.99643 0.0 0.0 0.0
H 2.25134 1.93219 -4.01826 0.0 0.0 0.0
I 3.74296 0.54204 -0.43337 -0.1 0.0 0.0
I 2.82518 -1.94284 -0.49986 0.0 0.0 0.0

(3)
14
Properties=species:S:1:pos:R:3:forces:R:3 method="wB97M-V/def2-TZVPD" homo_energy_ev="-13.044 / -12.789" total_charge=+1 total_energy_ha=-1093.84305 lumo_ev="-4.15 / -4.55" relative_energy_kcal_mol=79.0 spin_multiplicity=1
C 1.01248 0.57235 0.33592 -1.5 1.3 1.3
C -0.99661 -1.13137 -1.59762 3.0 -0.1 3.4
C -0.05423 1.03392 -0.58917 -1.0 -0.4 -2.7
N 0.45076 -0.12206 1.53518 -1.7 4.6 -0.4
Cl -1.45373 -2.04560 -0.16321 -0.1 0.3 -0.5
Cl -1.46974 1.79000 0.14023 1.0 -0.3 -0.1
H 1.46841 1.41914 0.77329 1.3 1.0 0.0
H 1.60393 -0.13482 -0.08223 2.4 -1.4 -1.8
H -1.84037 -0.88479 -2.14366 -1.0 0.6 -1.5
H 0.05468 -1.39360 -1.81813 -1.2 0.3 -0.8
H 0.32089 1.52659 -1.55806 -0.8 -0.8 1.7
H -0.49953 0.37589 1.40765 0.5 -1.4 1.8
H 0.95048 0.04202 2.40005 -0.1 0.5 0.2
H 0.45258 -1.04768 1.35976 -0.8 -4.1 -0.6